<w>
This record from OMol25 describes a structure of composition C4H10AgClO2. The level of theory is ωB97M-V/def2-TZVPD.

HOMO-LUMO gap = 7.101 eV
charge = 0
LUMO level = -1.957 eV

Geometry as XYZ:
```
18
C4H10AgClO2, DFT ωB97M-V/def2-TZVPD
Ag 4.531 1.801 5.336
Cl 2.460 1.638 3.940
C -0.032 -1.999 -1.549
O -1.266 -1.389 -1.832
C -1.301 0.003 -1.884
C -1.106 0.707 -0.562
O 0.205 0.529 -0.076
C 0.340 0.579 1.312
H 0.742 -1.616 -2.235
H -0.141 -3.068 -1.712
H 0.382 -1.789 -0.563
H -2.262 0.320 -2.297
H -0.580 0.404 -2.619
H -1.782 0.220 0.163
H -1.393 1.767 -0.560
H -0.394 -0.018 1.867
H 0.253 1.620 1.657
H 1.344 0.291 1.615
```

<x>
This record from OMol25 describes a structure of composition C4H10AgClO2. The level of theory is ωB97M-V/def2-TZVPD.

HOMO-LUMO gap = 4.444 eV
charge = 0
LUMO level = -3.670 eV

Geometry as XYZ:
```
18
C4H10AgClO2, DFT ωB97M-V/def2-TZVPD
Ag -5.122 -6.894 1.137
Cl -6.073 -3.297 -0.512
C 2.519 0.569 0.978
O 2.717 0.689 -0.402
C 1.650 1.211 -1.159
C 0.298 0.575 -0.958
O -0.175 0.833 0.359
C -1.477 0.311 0.615
H 3.440 0.632 1.558
H 2.043 -0.400 1.128
H 1.949 1.409 1.375
H 2.010 1.128 -2.185
H 1.683 2.293 -1.028
H 0.366 -0.486 -1.197
H -0.440 0.940 -1.673
H -1.797 0.548 1.630
H -1.432 -0.768 0.471
H -2.158 0.707 -0.138
```

Which of them is most stable, and which least? Most stable: <w>; least stable: <x>.

<w>
This record from OMol25 describes the molecule C4H2N4. The level of theory is ωB97M-V/def2-TZVPD.

structure (SMILES) = N#C/C=N\N=C/C#N
HOMO-LUMO gap = 9.896 eV
charge = 0
LUMO level = -1.295 eV

Geometry as XYZ:
```
10
C4H2N4, DFT ωB97M-V/def2-TZVPD
N -3.389 0.437 -0.081
C -2.422 -0.161 0.045
C -1.193 -0.930 0.033
N 0.069 -0.737 0.034
N 0.089 0.700 -0.018
C 1.298 1.142 -0.011
C 2.272 0.093 0.167
N 3.081 -0.687 -0.149
H -1.340 -2.000 -0.011
H 1.534 2.142 -0.008
```

<x>
This record from OMol25 describes the molecule C4H2N4. The level of theory is ωB97M-V/def2-TZVPD.

structure (SMILES) = C1=NC2=NC=NC2=N1
HOMO-LUMO gap = 8.305 eV
charge = 0
LUMO level = -2.224 eV

Geometry as XYZ:
```
10
C4H2N4, DFT ωB97M-V/def2-TZVPD
C -0.618 -1.887 0.241
N 0.616 -1.614 0.627
C 0.770 -0.235 0.054
N 1.363 0.840 0.479
C 0.464 1.956 -0.059
N -0.469 1.502 -0.840
C -0.366 0.128 -0.642
N -1.302 -0.737 -0.530
H -1.153 -2.985 0.273
H 0.696 3.032 0.397
```

Which of them is most stable, and which least? Most stable: <w>; least stable: <x>.

<w>
This record from OMol25 describes a cluster of 2 separate species, C5H14S in total. The level of theory is ωB97M-V/def2-TZVPD.

structure (SMILES) = CCC.CSC
HOMO-LUMO gap = 9.305 eV
charge = 0
LUMO level = 0.954 eV

Geometry as XYZ:
```
20
C5H14S, DFT ωB97M-V/def2-TZVPD
C -1.620 1.873 0.846
C -2.761 1.247 0.020
C -2.684 1.705 -1.388
H -1.999 2.835 0.956
H -0.758 1.986 0.397
H -1.367 1.318 1.778
H -2.823 0.155 0.244
H -3.725 1.517 0.586
H -2.823 0.918 -2.154
H -3.517 2.393 -1.638
H -1.836 2.277 -1.715
C 1.150 -0.936 1.504
S 1.818 -1.835 0.066
C 2.404 -0.626 -1.113
H 0.148 -1.261 1.727
H 1.710 -1.208 2.343
H 1.254 0.188 1.266
H 1.761 0.195 -1.109
H 2.401 -1.164 -2.029
H 3.556 -0.373 -0.925
```

<x>
This record from OMol25 describes a cluster of 2 separate species, C5H14S in total. The level of theory is ωB97M-V/def2-TZVPD.

structure (SMILES) = CCC.CSC
HOMO-LUMO gap = 9.378 eV
charge = 0
LUMO level = 0.924 eV

Geometry as XYZ:
```
20
C5H14S, DFT ωB97M-V/def2-TZVPD
C 1.477 -3.187 -1.384
C 0.915 -2.499 -0.153
C -0.320 -1.602 -0.252
H 2.553 -3.394 -1.305
H 1.155 -4.219 -1.636
H 1.315 -2.595 -2.270
H 1.685 -1.796 0.158
H 0.704 -3.293 0.537
H -0.528 -1.199 0.794
H -1.239 -2.186 -0.386
H -0.148 -0.888 -1.053
C -2.135 2.463 0.987
S -0.981 3.727 1.630
C 0.503 3.500 0.574
H -2.037 1.460 1.429
H -3.156 2.684 1.238
H -1.974 2.250 -0.052
H 0.282 3.141 -0.416
H 1.341 3.057 1.092
H 0.589 4.577 0.469
```

<y>
This record from OMol25 describes a cluster of 2 separate species, C5H14S in total. The level of theory is ωB97M-V/def2-TZVPD.

structure (SMILES) = CCC.CSC
HOMO-LUMO gap = 9.350 eV
charge = 0
LUMO level = 0.929 eV

Geometry as XYZ:
```
20
C5H14S, DFT ωB97M-V/def2-TZVPD
C -0.951 2.132 3.016
C -0.059 1.917 1.769
C -0.224 0.448 1.270
H -1.479 3.124 2.847
H -1.769 1.429 3.062
H -0.605 2.159 4.073
H 1.026 2.005 1.878
H -0.314 2.535 1.039
H -0.623 -0.344 2.074
H 0.838 0.043 1.088
H -0.702 0.357 0.354
C -0.536 -2.788 -2.377
S 0.657 -2.154 -3.591
C 1.648 -0.829 -2.661
H -0.644 -3.820 -2.444
H -0.432 -2.261 -1.402
H -1.525 -2.214 -2.578
H 1.423 -0.753 -1.588
H 1.497 0.103 -3.168
H 2.775 -1.088 -2.660
```

Which of them is most stable, and which least? Most stable: <x>; least stable: <y>.

<w>
This record from OMol25 describes a cluster of 2 separate species, C11H14N2 in total. The level of theory is ωB97M-V/def2-TZVPD.

structure (SMILES) = Cc1c[nH]cn1.Cc1ccccc1
HOMO-LUMO gap = 8.746 eV
charge = 0
LUMO level = 0.717 eV

Geometry as XYZ:
```
27
C11H14N2, DFT ωB97M-V/def2-TZVPD
C -2.206 -5.011 -0.425
C -1.840 -3.605 -0.140
C -2.641 -2.448 -0.649
N -2.147 -1.294 -0.011
C -1.032 -1.755 0.796
N -0.890 -3.135 0.767
H -2.950 -5.142 -1.125
H -2.403 -5.615 0.439
H -1.310 -5.435 -0.801
H -3.518 -2.275 -1.257
H -2.348 -0.314 -0.340
H -0.188 -1.103 0.904
C 0.490 4.459 -0.014
C 1.291 3.157 0.067
C 0.822 2.163 0.963
C 1.585 1.020 1.176
C 2.567 0.531 0.301
C 3.030 1.526 -0.609
C 2.396 2.800 -0.739
H 1.050 5.375 0.275
H -0.497 4.515 0.452
H 0.253 4.534 -1.102
H 0.026 2.366 1.604
H 1.195 0.384 1.993
H 2.931 -0.456 0.413
H 3.701 1.255 -1.392
H 2.635 3.502 -1.547
```

<x>
This record from OMol25 describes a cluster of 2 separate species, C11H14N2 in total. The level of theory is ωB97M-V/def2-TZVPD.

structure (SMILES) = Cc1c[nH]cn1.Cc1ccccc1
HOMO-LUMO gap = 9.154 eV
charge = 0
LUMO level = 0.794 eV

Geometry as XYZ:
```
27
C11H14N2, DFT ωB97M-V/def2-TZVPD
C -1.516 -3.226 0.212
C -0.623 -2.203 0.695
C -0.779 -1.542 1.884
N 0.525 -0.861 2.031
C 1.295 -1.342 0.942
N 0.608 -2.024 0.083
H -2.455 -2.899 -0.281
H -1.928 -3.908 0.872
H -1.171 -3.805 -0.713
H -1.395 -1.059 2.611
H 1.006 -0.614 2.898
H 2.427 -1.156 1.161
C 0.277 0.902 -2.922
C 0.322 1.541 -1.560
C 1.366 1.431 -0.733
C 1.400 1.753 0.628
C 0.218 2.133 1.164
C -0.810 2.559 0.396
C -0.745 2.202 -0.961
H -0.121 1.737 -3.705
H -0.378 -0.004 -2.903
H 1.242 0.301 -3.288
H 2.140 0.921 -1.269
H 2.372 1.667 1.269
H 0.031 1.924 2.211
H -1.672 3.005 0.788
H -1.638 2.567 -1.509
```

Which of them is most stable, and which least? Most stable: <w>; least stable: <x>.

<w>
This record from OMol25 describes the molecule C7H10N2O2S. The level of theory is ωB97M-V/def2-TZVPD.

structure (SMILES) = CS(=O)(=O)NCC(C#N)=C1CC1
HOMO-LUMO gap = 10.501 eV
charge = 0
LUMO level = 0.503 eV

Geometry as XYZ:
```
22
C7H10N2O2S, DFT ωB97M-V/def2-TZVPD
C 3.089 0.970 -0.475
S 1.390 0.447 -0.447
O 0.800 0.565 -1.802
O 1.343 -0.876 0.114
N 0.598 1.485 0.581
C -0.613 0.990 1.210
C -1.650 0.819 0.166
C -2.080 2.100 -0.174
N -2.276 3.183 -0.513
C -2.032 -0.328 -0.281
C -2.705 -1.304 -1.162
C -1.630 -1.765 -0.232
H 3.440 0.460 -1.423
H 3.011 2.062 -0.642
H 3.753 0.801 0.416
H 0.126 2.281 0.114
H -1.041 1.655 1.897
H -0.499 0.000 1.733
H -3.701 -1.545 -0.857
H -2.603 -1.287 -2.212
H -0.606 -1.924 -0.521
H -2.014 -2.540 0.506
```

<x>
This record from OMol25 describes the molecule C7H10N2O2S. The level of theory is ωB97M-V/def2-TZVPD.

structure (SMILES) = CN(C)C(=S)[C@H]1C=C(O)N=C1O
HOMO-LUMO gap = 8.431 eV
charge = 0
LUMO level = 0.234 eV

Geometry as XYZ:
```
22
C7H10N2O2S, DFT ωB97M-V/def2-TZVPD
C -0.667 1.217 0.425
N -1.093 -0.097 -0.083
C -2.520 -0.346 0.060
C -0.287 -1.145 -0.212
S -0.868 -2.766 0.010
C 1.210 -0.968 -0.519
C 1.989 0.252 -0.962
C 3.211 0.153 -0.467
O 4.129 1.057 -0.731
N 3.489 -0.945 0.382
C 2.311 -1.507 0.472
O 2.046 -2.513 1.250
H -0.618 1.858 -0.391
H -1.413 1.707 0.954
H 0.296 1.280 1.020
H -2.979 -0.025 0.931
H -3.209 0.106 -0.698
H -2.797 -1.330 0.172
H 1.193 -1.764 -1.423
H 1.626 0.872 -1.704
H 4.857 0.796 -0.222
H 1.138 -3.013 1.145
```

Which of them is most stable, and which least? Most stable: <x>; least stable: <w>.

<w>
This record from OMol25 describes the molecule C2HNO. The level of theory is ωB97M-V/def2-TZVPD.

HOMO-LUMO gap = 7.832 eV
charge = 0
LUMO level = -1.616 eV

Geometry as XYZ:
```
5
C2HNO, DFT ωB97M-V/def2-TZVPD
O -0.577 -0.538 -0.511
C -0.594 0.187 0.594
C 0.768 -0.260 -0.239
N 1.911 -0.198 -0.510
H -1.508 0.809 0.665
```

<x>
This record from OMol25 describes the molecule C2HNO. The level of theory is ωB97M-V/def2-TZVPD.

HOMO-LUMO gap = 9.515 eV
charge = 0
LUMO level = -0.956 eV

Geometry as XYZ:
```
5
C2HNO, DFT ωB97M-V/def2-TZVPD
O -0.418 -0.293 -0.328
C -0.711 0.477 0.734
C 0.899 -0.359 -0.431
N 2.036 -0.408 -0.613
H -1.806 0.583 0.637
```

Which of them is most stable, and which least? Most stable: <x>; least stable: <w>.

<w>
This record from OMol25 describes the molecule CH2INO3. The level of theory is ωB97M-V/def2-TZVPD.

structure (SMILES) = O=[N+]([O-])OCI
HOMO-LUMO gap = 8.491 eV
charge = 0
LUMO level = -1.090 eV

Geometry as XYZ:
```
8
CH2INO3, DFT ωB97M-V/def2-TZVPD
O -1.608 -0.259 1.141
N -1.251 -1.088 0.381
O -1.674 -2.136 0.023
O 0.003 -0.397 -0.558
C 0.684 0.768 -0.342
I 2.693 0.398 0.357
H 0.832 1.240 -1.300
H 0.321 1.475 0.299
```

<x>
This record from OMol25 describes a cluster of 2 separate species, CH2INO3 in total. The level of theory is ωB97M-V/def2-TZVPD.

HOMO-LUMO gap (spin up / spin down) = 7.841 / 7.841 eV
charge = 0
LUMO level (spin up / spin down) = -2.068 / -2.068 eV

Geometry as XYZ:
```
8
CH2INO3, DFT ωB97M-V/def2-TZVPD
C -0.379 1.038 0.897
N 0.497 -1.355 -0.917
O 1.238 -1.628 -0.041
O 0.090 -2.096 -1.745
O -0.101 -0.164 -0.880
I -0.461 3.017 0.270
H -1.371 0.652 1.081
H 0.487 0.536 1.334
```

Which of them is most stable, and which least? Most stable: <w>; least stable: <x>.

<w>
This record from OMol25 describes the molecule C4H8N2O2S. The level of theory is ωB97M-V/def2-TZVPD.

structure (SMILES) = C[C@@H]1SCN[C@H]1[N+](=O)[O-]
HOMO-LUMO gap = 8.391 eV
charge = 0
LUMO level = -0.486 eV

Geometry as XYZ:
```
17
C4H8N2O2S, DFT ωB97M-V/def2-TZVPD
C 0.924 -1.890 -0.408
C 0.440 -0.441 -0.866
S 1.576 0.892 -0.906
C 0.885 1.705 0.711
N -0.420 1.431 0.704
C -0.737 0.091 0.495
N -2.026 -0.102 -0.054
O -2.511 -1.229 -0.008
O -2.508 0.902 -0.602
H 1.227 -1.629 0.688
H 1.767 -2.149 -0.935
H 0.214 -2.706 -0.373
H 0.009 -0.366 -1.831
H 1.310 2.756 0.564
H 1.485 1.327 1.475
H -1.129 2.035 0.068
H -0.506 -0.627 1.278
```

<x>
This record from OMol25 describes a cluster of 2 separate species, C4H8N2O2S in total. The level of theory is ωB97M-V/def2-TZVPD.

HOMO-LUMO gap (spin up / spin down) = 6.138 / 8.658 eV
charge = 0
LUMO level (spin up / spin down) = -2.204 / -0.937 eV

Geometry as XYZ:
```
17
C4H8N2O2S, DFT ωB97M-V/def2-TZVPD
C 1.338 -0.752 0.251
C 0.917 -0.641 -1.064
C 1.418 0.672 0.738
C 0.856 1.490 -0.491
N 0.637 0.542 -1.460
N -1.914 -1.562 0.598
O -1.726 0.993 1.162
O -3.060 0.242 -0.862
S -1.873 0.103 -0.003
H 1.675 -1.599 0.689
H 0.811 -1.504 -1.637
H 0.788 0.741 1.582
H 2.416 1.074 1.010
H -0.158 1.837 -0.175
H 1.428 2.370 -1.050
H -1.015 -2.002 0.785
H -2.536 -2.003 -0.072
```

Which of them is most stable, and which least? Most stable: <x>; least stable: <w>.